Entry 1:
{"formula": "C38H53O37", "method": "ωB97M-V/def2-TZVPD", "symbols": ["C", "C", "O", "H", "H", "H", "H", "H", "C", "C", "O", "C", "O", "O", "H", "H", "H", "H", "C", "C", "O", "C", "O", "O", "H", "H", "H", "H", "C", "C", "O", "C", "O", "O", "H", "H", "H", "H", "C", "C", "O", "C", "O", "O", "H", "H", "H", "H", "C", "C", "O", "C", "O", "O", "H", "H", "H", "H", "C", "C", "O", "C", "O", "O", "H", "H", "H", "H", "C", "C", "O", "C", "O", "O", "H", "H", "H", "H", "C", "C", "O", "C", "O", "O", "H", "H", "H", "H", "C", "C", "O", "C", "O", "O", "H", "H", "H", "H", "C", "C", "O", "C", "O", "O", "H", "H", "H", "H", "C", "C", "O", "C", "O", "O", "H", "H", "H", "H", "C", "C", "O", "C", "O", "O", "H", "H", "H", "H"], "xyz": [[-28.872979, -21.329693, -24.808090], [-29.577847, -20.437517, -23.784324], [-28.991500, -20.422294, -22.496231], [-27.794715, -21.275845, -24.657910], [-28.978374, -21.133166, -25.875026], [-29.242123, -22.344379, -24.658945], [-30.626213, -20.717867, -23.682096], [-29.578628, -19.411675, -24.152763], [-31.911312, -28.251342, -27.096925], [-33.365556, -28.425894, -27.518606], [-33.984419, -27.171106, -27.139278], [-33.041094, -26.330415, -26.539883], [-33.280898, -25.207288, -26.018180], [-31.848689, -27.041569, -26.358159], [-31.204450, -28.137641, -27.918836], [-31.569884, -29.071861, -26.465866], [-33.841110, -29.197250, -26.912833], [-33.403649, -28.763448, -28.554316], [-32.464861, -17.310168, -19.370342], [-33.950180, -17.866941, -19.599064], [-34.786730, -16.756897, -19.293496], [-34.136888, -15.795537, -18.780292], [-34.609567, -14.762425, -18.273824], [-32.794481, -16.086493, -18.772080], [-31.923289, -17.173317, -20.306321], [-31.899764, -17.908106, -18.655332], [-34.195265, -18.793833, -19.080502], [-34.016884, -18.215153, -20.629794], [-29.052750, -27.550374, -21.750898], [-29.786340, -28.783038, -21.326551], [-28.863564, -29.775742, -21.692487], [-27.854246, -29.333795, -22.419043], [-26.895846, -29.992990, -22.731762], [-27.991918, -28.000257, -22.606531], [-28.739716, -26.828643, -20.996430], [-29.770651, -26.977345, -22.337733], [-30.703482, -28.973539, -21.883898], [-30.191323, -28.794638, -20.314640], [-25.108382, -17.250543, -17.264592], [-25.911496, -16.708556, -18.434370], [-27.090971, -16.212833, -17.770364], [-27.239780, -16.893015, -16.608184], [-28.222086, -16.877003, -15.889265], [-26.086095, -17.561401, -16.300489], [-24.464900, -16.484295, -16.832265], [-24.501142, -18.039820, -17.707762], [-26.289243, -17.496611, -19.085812], [-25.402695, -15.948447, -19.027197], [-21.531118, -18.829156, -25.819922], [-22.890988, -18.135244, -25.816692], [-22.692912, -16.972097, -25.049162], [-21.655051, -17.210286, -24.177687], [-21.291453, -16.433347, -23.361980], [-20.973656, -18.269904, -24.605004], [-20.971777, -18.607812, -26.728903], [-21.948927, -19.835870, -25.827731], [-23.629683, -18.861227, -25.476997], [-23.266167, -17.735221, -26.758663], [-35.469359, -23.432242, -21.407730], [-34.119137, -23.711783, -20.778813], [-34.198023, -25.109879, -20.548792], [-35.338408, -25.630485, -21.017721], [-35.451318, -26.865994, -21.097958], [-36.050231, -24.716349, -21.589700], [-35.466766, -22.955413, -22.387895], [-35.947719, -22.649242, -20.819359], [-34.120430, -23.095749, -19.879591], [-33.267287, -23.552420, -21.439912], [-33.323672, -20.047292, -27.748447], [-34.564298, -19.748359, -27.024437], [-35.550642, -19.684595, -28.058840], [-35.085326, -20.205164, -29.221404], [-35.698657, -20.302919, -30.270575], [-33.728966, -20.263646, -29.133633], [-32.881538, -20.958051, -27.344557], [-32.672648, -19.173608, -27.717953], [-34.324816, -18.831754, -26.485379], [-34.803905, -20.556250, -26.333057], [-26.016378, -18.672622, -32.194810], [-27.484404, -18.761498, -32.515559], [-28.038073, -18.261553, -31.302263], [-27.137505, -18.325842, -30.328818], [-27.241766, -17.963133, -29.136591], [-25.983987, -18.839867, -30.826693], [-25.589571, -17.709474, -32.474552], [-25.458277, -19.419556, -32.759372], [-27.839209, -19.778355, -32.683574], [-27.717153, -18.121758, -33.366828], [-26.050411, -25.407696, -27.482013], [-24.985088, -24.330530, -27.860613], [-25.145035, -24.054370, -29.169130], [-26.122557, -24.813028, -29.699695], [-26.504136, -24.839316, -30.870789], [-26.743405, -25.488833, -28.760354], [-26.604096, -25.005272, -26.633728], [-25.521235, -26.334467, -27.260288], [-23.992809, -24.744775, -27.682043], [-25.137360, -23.421845, -27.278194], [-29.857600, -23.771870, -16.883520], [-28.544433, -23.123813, -16.593772], [-27.597695, -24.210215, -16.745691], [-28.276766, -25.434549, -16.753553], [-27.821730, -26.559316, -16.749756], [-29.595987, -25.151618, -16.890942], [-30.173632, -23.463612, -17.880121], [-30.517090, -23.240342, -16.197490], [-28.513525, -22.660936, -15.607422], [-28.299268, -22.344316, -17.315149], [-30.233606, -13.668937, -24.181323], [-30.259579, -12.229580, -24.396577], [-31.598359, -11.893643, -24.072092], [-32.284039, -12.941586, -23.673348], [-33.484764, -12.812380, -23.333504], [-31.494202, -13.959187, -23.527761], [-29.504585, -14.115537, -23.505187], [-30.140378, -14.192665, -25.132702], [-30.098120, -11.829265, -25.397476], [-29.508896, -11.879180, -23.688195], [-25.073055, -23.343035, -21.478002], [-24.266749, -22.072591, -21.551298], [-23.151435, -22.509287, -22.272806], [-23.022464, -23.810383, -22.045287], [-22.030742, -24.489219, -22.382434], [-24.070544, -24.276381, -21.391719], [-25.661273, -23.555344, -22.370775], [-25.638521, -23.400605, -20.547929], [-24.106104, -21.622680, -20.571573], [-24.726672, -21.300627, -22.168239]], "forces_ev_per_a": [[0.106, -0.553, 0.066], [1.182, 0.814, 2.104], [-0.315, -0.548, -1.342], [0.096, -0.153, 0.409], [-0.598, 0.479, -0.189], [0.384, -0.337, 0.068], [-0.683, -0.361, -0.393], [-0.110, 0.596, -0.587], [0.708, -0.136, -0.023], [0.333, -0.158, 1.146], [1.376, 1.054, -0.462], [-0.766, 1.917, 2.887], [1.062, -4.999, -2.869], [-1.865, 1.508, -0.281], [-0.187, -0.172, -0.216], [0.007, 0.096, 0.052], [-0.108, 0.061, -0.017], [-0.566, 0.865, -0.188], [-2.176, -0.818, 0.182], [2.016, -0.879, -1.095], [-2.043, -2.921, -1.495], [1.450, 4.646, 3.054], [1.428, -3.169, -1.796], [0.034, 1.780, 0.570], [-0.031, 0.026, 0.116], [0.041, 0.016, -0.195], [-0.173, 0.553, 0.930], [-0.484, 0.778, -0.299], [-1.229, 1.863, -1.017], [-0.881, -0.066, -0.352], [-0.459, -2.263, 1.143], [1.855, 0.206, 0.429], [-1.255, 0.665, -0.279], [-0.148, 0.088, 0.302], [0.630, -0.619, 0.272], [0.302, 0.236, -0.387], [0.073, 0.242, -0.567], [1.095, -0.319, 0.445], [0.605, 1.018, -1.245], [-0.729, -0.134, 0.256], [-0.168, 0.075, 0.370], [-1.313, 0.367, 1.327], [2.039, -0.085, -1.647], [-0.632, -0.642, -0.092], [0.178, -0.017, -0.082], [-0.121, -0.619, 0.995], [0.369, -0.126, -0.165], [-0.256, 0.125, 0.246], [-2.052, 0.930, -0.289], [-0.417, 0.811, -1.451], [-0.199, -0.273, 1.712], [-0.233, 1.496, -2.032], [-0.154, -0.290, 0.770], [0.781, -2.137, -0.373], [0.542, 0.025, 0.521], [1.761, -0.663, 0.706], [-0.329, 0.579, 0.772], [0.256, -0.479, -0.316], [0.393, 1.394, -1.438], [-0.294, 0.057, -0.590], [0.685, 0.110, 1.433], [2.284, -4.971, -0.764], [-0.745, 3.566, 0.559], [-2.425, 1.338, -0.048], [0.467, -0.323, -0.224], [-1.139, -0.951, 0.518], [0.848, -0.544, 0.266], [-0.008, 0.309, 0.240], [1.254, -0.611, -1.444], [-0.499, -0.304, 0.467], [-1.100, -0.124, 0.339], [0.451, 2.015, -1.906], [0.885, -0.412, 2.562], [-0.166, -0.850, 0.562], [0.519, 0.222, -0.354], [0.391, -0.461, -0.254], [-1.327, 0.275, -0.014], [-0.348, 0.219, 0.062], [0.392, -0.330, -2.058], [0.250, 0.160, -0.317], [-1.177, 0.576, 0.267], [0.616, 1.046, 4.337], [-0.145, -1.369, -4.512], [0.434, -0.118, 1.418], [-0.088, 0.265, 0.097], [0.160, -0.244, 0.500], [0.003, 0.022, 0.044], [-0.423, -0.013, 0.237], [1.411, 1.272, -1.098], [0.463, -0.680, 3.203], [-0.267, 0.236, -3.295], [-1.481, 0.562, -3.200], [1.579, 0.360, 2.727], [-0.722, -1.276, 2.035], [-0.737, -0.581, -0.456], [-0.625, -0.173, -0.012], [0.160, 0.288, 0.071], [0.184, 0.016, 0.051], [0.158, 1.849, -1.315], [1.409, -0.051, -0.440], [-0.146, -1.227, 0.590], [0.599, 0.084, -0.574], [-0.637, 2.730, 0.141], [-0.822, -0.860, 1.025], [-0.192, -0.359, -0.125], [-0.874, -1.554, 0.465], [0.378, -0.443, 0.198], [0.126, -0.135, -0.031], [-0.106, -3.276, -0.351], [0.476, 1.515, 0.521], [0.462, 2.064, -0.667], [-5.063, 1.838, 2.373], [3.853, -1.237, -1.331], [0.503, -1.907, -0.560], [0.287, 0.570, -0.138], [-0.406, -0.446, 0.078], [0.384, -0.427, 0.067], [-0.394, 1.256, 0.004], [-1.672, 1.156, 0.848], [-2.071, 1.469, -0.840], [1.294, 0.337, -0.013], [4.426, -2.813, -1.191], [-3.162, 2.142, 0.976], [1.256, -2.176, 0.182], [-0.321, 0.287, 0.127], [-0.400, 0.012, -0.377], [0.796, -0.303, 0.074], [-0.281, -0.050, 0.158]], "mulliken_charge": [-0.686, -0.201, -0.920, 0.156, 0.316, 0.175, 0.071, 0.116, -0.294, -0.224, -0.317, 0.618, -0.550, -0.269, 0.258, 0.248, 0.250, 0.276, -0.212, -0.240, -0.319, 0.724, -0.609, -0.331, 0.255, 0.248, 0.230, 0.253, -0.199, -0.269, -0.369, 0.688, -0.558, -0.302, 0.247, 0.240, 0.215, 0.306, -0.299, -0.337, -0.312, 0.661, -0.554, -0.320, 0.275, 0.310, 0.279, 0.295, -0.169, -0.370, -0.344, 0.678, -0.523, -0.327, 0.266, 0.275, 0.240, 0.275, -0.255, -0.190, -0.318, 0.702, -0.602, -0.336, 0.226, 0.263, 0.220, 0.289, -0.260, -0.186, -0.344, 0.681, -0.554, -0.331, 0.255, 0.249, 0.275, 0.210, -0.335, -0.298, -0.307, 0.679, -0.581, -0.294, 0.269, 0.310, 0.279, 0.276, -0.258, -0.284, -0.321, 0.704, -0.597, -0.318, 0.295, 0.267, 0.249, 0.261, -0.196, -0.319, -0.348, 0.663, -0.532, -0.328, 0.253, 0.285, 0.233, 0.287, -0.290, -0.189, -0.331, 0.712, -0.611, -0.295, 0.278, 0.214, 0.288, 0.223, -0.150, -0.266, -0.282, 0.677, -0.626, -0.287, 0.213, 0.190, 0.234, 0.290], "molar_mass_g_mol": 1101.8, "fmax_ev_per_a": 5.9, "charge": -1, "total_energy_ha": -4263.54606, "e_homo_ev": -3.4}

=====

Entry 2:
{"formula": "C7H6GaNO7", "method": "ωB97M-V/def2-TZVPD", "symbols": ["O", "C", "Ga", "O", "C", "C", "O", "C", "O", "C", "O", "H", "N", "C", "C", "O", "O", "H", "H", "H", "H", "H"], "xyz": [[-3.008366, -4.400929, -1.548874], [-1.946927, -3.974040, -1.623308], [0.467557, 0.404582, -1.276740], [2.352008, -1.995232, -0.145288], [1.775845, -1.064643, -0.570390], [1.974450, 1.772969, -1.994134], [2.525875, 2.768642, -1.704510], [-1.387501, 2.599170, -2.963240], [-2.024147, 3.402787, -3.384262], [1.253745, -0.704765, -3.610010], [1.293247, -1.708661, -4.202204], [0.669684, -1.544670, -1.219200], [0.032114, 1.063068, 3.202915], [-0.849188, 0.096810, 2.599907], [-0.546906, 0.007960, 1.189249], [-0.889230, -1.007502, 0.571916], [0.163213, 1.017819, 0.766640], [0.950997, 0.655904, 3.302046], [-0.287402, 1.154834, 4.218472], [0.059245, 1.966547, 2.747343], [-0.698648, -0.877109, 3.001767], [-1.879670, 0.366469, 2.641908]], "forces_ev_per_a": [[2.802, 1.088, -0.199], [-2.751, -1.026, 0.202], [-1.327, 0.410, 0.880], [-1.206, 2.354, -0.887], [1.606, -3.305, 0.889], [3.161, 6.108, 2.494], [-2.956, -5.629, -2.113], [0.885, -0.972, 0.613], [-0.757, 0.871, -0.508], [0.148, -4.995, -2.795], [-0.176, 4.856, 2.672], [0.136, 0.219, 0.110], [-0.624, 0.091, 4.050], [-0.696, -0.387, -0.267], [0.486, -1.313, -1.767], [0.767, 1.778, -0.353], [0.063, -0.846, -2.528], [0.740, 0.217, -0.303], [0.493, 0.465, -1.367], [0.079, 0.304, -0.230], [-0.030, -0.646, 0.759], [-0.844, 0.358, 0.647]], "nbo_charge": [-0.461, 0.468, 1.020, -0.245, 0.155, 0.534, -0.287, 0.488, -0.393, 0.508, -0.370, 0.242, -0.654, -0.350, 0.757, -0.580, -0.783, 0.450, 0.469, 0.472, 0.278, 0.282], "relative_energy_ev": 1.6076, "molar_mass_g_mol": 285.8, "fmax_ev_per_a": 7.3, "charge": 2, "total_energy_ha": -2775.75397, "e_homo_ev": [-16.7, -17.9]}

=====

Question: Number 1 is which compound?
Answer: C38H53O37